(1)
Formula: C34H54F7O30P2
Source: OMol25
Level of theory: ωB97M-V/def2-TZVPD

CARTESIAN COORDINATES (ANGSTROEM)
C  -0.46  -0.85  -0.90
O  -0.55  0.18  -1.83
H  -0.64  -1.81  -1.37
H  0.42  -0.95  -0.27
H  -1.27  -0.68  -0.19
C  1.28  2.42  -3.56
C  -0.12  2.50  -4.12
O  0.03  2.12  -5.50
C  1.31  2.43  -5.87
O  1.68  2.46  -7.01
O  2.10  2.61  -4.72
F  -0.55  3.75  -3.97
H  1.44  1.50  -3.00
H  1.54  3.19  -2.84
H  -0.80  1.84  -3.59
C  -5.75  -0.16  1.86
C  -4.76  -1.20  1.36
O  -4.31  -1.72  2.55
C  -4.46  -0.79  3.57
O  -3.97  -0.85  4.65
O  -5.22  0.24  3.10
F  -3.71  -0.64  0.82
H  -6.66  -0.73  2.01
H  -5.90  0.66  1.15
H  -5.22  -1.91  0.67
C  -1.87  3.32  -0.54
C  -2.98  2.68  0.30
O  -4.11  2.96  -0.50
C  -3.88  4.14  -1.20
O  -4.70  4.86  -1.74
O  -2.58  4.40  -1.13
F  -3.02  3.19  1.53
H  -1.60  2.62  -1.34
H  -0.99  3.55  0.04
H  -2.79  1.61  0.39
C  0.48  -0.88  -5.14
C  0.80  -2.28  -4.52
O  1.71  -2.76  -5.54
C  2.24  -1.75  -6.15
O  3.30  -1.86  -6.78
O  1.60  -0.53  -5.86
F  -0.22  -3.10  -4.44
H  0.22  -0.15  -4.37
H  -0.45  -0.87  -5.72
H  1.29  -2.19  -3.55
C  2.73  -2.17  2.55
C  2.54  -0.75  2.10
O  3.78  -0.20  2.17
C  4.51  -0.94  3.05
O  5.55  -0.57  3.56
O  3.80  -2.03  3.43
F  1.70  -0.10  2.87
H  2.97  -2.77  1.67
H  1.77  -2.56  2.88
H  2.08  -0.74  1.11
C  -3.39  -0.22  -3.75
C  -3.86  -0.15  -2.29
O  -4.20  -1.47  -2.03
C  -4.39  -2.16  -3.14
O  -4.94  -3.26  -3.18
O  -3.96  -1.42  -4.17
F  -4.94  0.62  -2.23
H  -2.32  -0.34  -3.89
H  -3.85  0.54  -4.39
H  -3.11  0.26  -1.61
C  3.52  -0.10  -1.41
C  4.07  1.26  -1.64
O  5.40  1.09  -1.34
C  5.61  -0.02  -0.62
O  6.60  -0.25  0.06
O  4.45  -0.71  -0.55
F  3.54  2.13  -0.73
H  3.42  -0.57  -2.38
H  2.58  0.00  -0.86
H  3.81  1.60  -2.64
C  1.59  2.80  1.69
C  1.34  4.26  1.42
O  0.31  4.75  2.24
P  0.46  4.91  3.85
O  -0.45  5.97  4.39
O  0.09  3.40  4.43
C  -1.05  2.69  3.81
C  -1.41  1.40  4.54
O  2.04  5.17  3.95
C  2.80  4.77  5.09
C  3.13  5.98  5.96
H  0.88  2.13  1.21
H  2.49  2.54  1.14
H  1.80  2.55  2.73
H  2.22  4.90  1.54
H  1.14  4.43  0.36
H  -1.94  3.30  3.69
H  -0.82  2.31  2.82
H  -1.72  0.60  3.88
H  -0.48  0.97  4.91
H  -1.98  1.48  5.47
H  2.37  4.04  5.78
H  3.68  4.26  4.70
H  2.25  6.57  6.21
H  3.58  5.67  6.91
H  3.89  6.62  5.50
C  -1.54  -2.90  3.30
C  -1.45  -4.02  2.28
O  -0.50  -3.59  1.31
P  0.45  -4.67  0.55
O  1.33  -5.50  1.44
O  -0.49  -5.46  -0.48
C  -1.33  -4.78  -1.42
C  -2.13  -5.79  -2.30
O  1.37  -3.70  -0.46
C  2.38  -4.25  -1.23
C  3.71  -4.02  -0.60
H  -0.63  -2.87  3.90
H  -1.61  -1.92  2.84
H  -2.38  -3.00  3.99
H  -1.15  -4.97  2.74
H  -2.39  -4.32  1.82
H  -2.15  -4.32  -0.87
H  -0.88  -3.95  -1.97
H  -3.10  -5.46  -2.68
H  -1.44  -6.10  -3.08
H  -2.34  -6.69  -1.72
H  2.28  -5.32  -1.37
H  2.25  -3.67  -2.15
H  4.46  -4.51  -1.23
H  3.83  -2.94  -0.57
H  3.85  -4.34  0.43

For the total energy, the calculation gives -135164.5127 eV. As for the total charge: -1.


(2)
Formula: C34H54MoN4P2Si2
Source: OMol25
Level of theory: ωB97M-V/def2-TZVPD

CARTESIAN COORDINATES (ANGSTROEM)
Mo  -0.13  -2.72  -0.66
C  0.40  -2.65  -2.67
C  -0.35  -1.49  -2.25
C  -1.80  -1.33  -2.69
C  -2.80  -2.24  -1.97
C  -2.19  -3.04  -0.83
C  -1.39  -4.22  -1.13
C  -1.19  -4.69  -2.56
C  -0.29  -3.77  -3.43
C  -0.65  -2.96  1.39
H  1.47  -2.50  -2.81
H  0.22  -0.55  -2.13
H  -1.94  -1.49  -3.77
H  -2.12  -0.28  -2.54
H  -3.60  -1.61  -1.53
H  -3.32  -2.93  -2.67
H  -2.91  -3.17  -0.01
H  -1.53  -5.06  -0.44
H  -2.17  -4.85  -3.06
H  -0.72  -5.69  -2.53
H  0.45  -4.39  -3.96
H  -0.89  -3.33  -4.25
H  0.02  -2.88  2.25
H  -1.54  -3.59  1.60
H  -0.97  -1.89  1.10
P  -2.07  1.14  1.21
P  0.88  2.16  -1.02
N  -3.56  0.13  1.38
N  -2.61  2.17  2.47
N  1.71  1.43  -2.65
N  1.57  3.74  -1.47
C  -2.08  1.92  -0.48
C  -0.88  2.72  -1.13
C  -3.61  -1.18  1.89
C  -4.92  -1.50  2.23
C  -5.73  -0.34  1.94
C  -4.87  0.63  1.43
C  -2.54  1.76  3.82
C  -2.98  2.81  4.60
C  -3.30  3.90  3.73
C  -3.07  3.49  2.43
C  2.38  0.25  -2.32
C  3.13  -0.19  -3.41
C  3.05  0.84  -4.40
C  2.16  1.80  -3.92
C  1.34  4.34  -2.72
C  2.44  5.11  -3.08
C  3.39  4.99  -2.03
C  2.86  4.14  -1.07
H  -2.97  2.56  -0.53
H  -2.31  1.06  -1.14
H  -1.08  2.76  -2.22
H  -0.90  3.76  -0.77
H  -2.69  -1.73  2.00
H  -5.28  -2.45  2.62
H  -6.79  -0.24  2.10
H  -5.07  1.65  1.14
H  -2.18  0.77  4.07
H  -3.08  2.78  5.67
H  -3.69  4.86  4.02
H  -3.18  3.98  1.47
H  2.23  -0.20  -1.34
H  3.72  -1.10  -3.44
H  3.59  0.86  -5.35
H  1.86  2.73  -4.41
H  0.39  4.21  -3.21
H  2.56  5.65  -4.01
H  4.36  5.47  -2.00
H  3.21  3.83  -0.10
C  2.87  -2.40  2.54
Si  2.46  -1.88  0.76
C  4.14  -1.20  0.17
C  2.23  -3.50  -0.21
C  1.21  -0.47  0.94
Si  1.56  0.82  2.29
C  3.39  1.30  2.55
C  0.76  2.54  2.06
C  0.88  0.18  3.94
H  3.36  -3.38  2.47
H  1.98  -2.49  3.17
H  3.57  -1.69  3.02
H  4.78  -2.07  0.01
H  4.12  -0.62  -0.76
H  4.62  -0.58  0.93
H  1.23  -4.05  -0.35
H  2.75  -3.42  -1.17
H  2.79  -4.25  0.39
H  0.61  -0.11  0.07
H  3.90  1.51  1.60
H  3.43  2.22  3.16
H  3.97  0.53  3.09
H  -0.12  2.50  1.38
H  0.38  2.92  3.02
H  1.46  3.29  1.65
H  0.08  -0.55  3.75
H  1.67  -0.31  4.54
H  0.46  1.00  4.53

For the total energy, the calculation gives -78258.8936 eV. For the energy above the lowest of the compared OMol25 structures with the same formula, charge and spin, the calculation gives 446.76 kJ/mol. The spin multiplicity is 3. As for the total charge: +2.


(3)
Formula: C34H54N4P2ReSi2
Source: OMol25
Level of theory: ωB97M-V/def2-TZVPD

CARTESIAN COORDINATES (ANGSTROEM)
Re  0.36  0.09  1.91
C  -1.77  2.09  -6.72
C  -1.87  0.88  -6.14
C  -1.04  -0.33  -6.47
C  0.31  -0.08  -7.17
C  1.28  0.79  -6.41
C  1.37  2.13  -6.42
C  0.55  3.08  -7.24
C  -0.81  2.55  -7.77
C  2.00  0.84  3.02
H  -2.49  2.87  -6.43
H  -2.67  0.71  -5.41
H  -1.64  -1.00  -7.11
H  -0.85  -0.89  -5.54
H  0.79  -1.06  -7.26
H  0.13  0.27  -8.20
H  2.00  0.21  -5.82
H  2.17  2.61  -5.84
H  1.14  3.40  -8.11
H  0.35  3.99  -6.65
H  -1.29  3.40  -8.27
H  -0.63  1.80  -8.55
H  1.50  1.61  3.63
H  2.77  1.36  2.43
H  2.47  0.10  3.71
P  1.84  -0.27  0.26
P  -1.03  -0.55  0.25
N  2.92  1.03  -0.35
N  3.11  -1.51  0.50
N  -1.77  0.74  -0.85
N  -2.53  -1.57  0.42
C  1.17  -0.83  -1.34
C  -0.19  -1.48  -1.10
C  2.75  2.37  -0.01
C  3.64  3.13  -0.74
C  4.38  2.24  -1.59
C  3.89  0.95  -1.34
C  3.97  -1.48  1.59
C  4.65  -2.69  1.66
C  4.18  -3.51  0.59
C  3.22  -2.77  -0.09
C  -2.00  2.03  -0.40
C  -2.49  2.80  -1.45
C  -2.54  1.95  -2.60
C  -2.10  0.70  -2.20
C  -3.60  -1.83  -0.44
C  -4.46  -2.76  0.17
C  -3.90  -3.08  1.44
C  -2.72  -2.37  1.55
H  1.87  -1.51  -1.83
H  1.08  0.08  -1.97
H  -0.81  -1.49  -2.01
H  -0.08  -2.52  -0.76
H  2.01  2.63  0.73
H  3.76  4.20  -0.67
H  5.16  2.50  -2.28
H  4.18  0.01  -1.77
H  4.04  -0.60  2.20
H  5.39  -2.95  2.40
H  4.50  -4.51  0.34
H  2.63  -3.02  -0.96
H  -1.77  2.30  0.62
H  -2.77  3.84  -1.41
H  -2.85  2.22  -3.60
H  -1.99  -0.20  -2.79
H  -3.67  -1.33  -1.39
H  -5.38  -3.15  -0.23
H  -4.28  -3.74  2.21
H  -2.01  -2.36  2.34
C  -1.24  2.18  4.51
Si  -1.86  0.45  4.14
C  -2.75  -0.11  5.72
C  -3.30  0.63  2.93
C  -0.46  -0.78  3.56
Si  0.44  -1.42  5.19
C  -0.65  -2.63  6.15
C  1.93  -2.46  4.72
C  0.99  -0.07  6.41
H  -2.12  2.76  4.83
H  -0.81  2.69  3.64
H  -0.51  2.23  5.33
H  -3.57  0.60  5.89
H  -3.21  -1.11  5.63
H  -2.14  -0.10  6.64
H  -3.04  1.00  1.93
H  -3.88  -0.29  2.82
H  -3.97  1.38  3.39
H  -0.92  -1.74  3.28
H  -1.00  -3.45  5.50
H  -0.05  -3.09  6.96
H  -1.54  -2.19  6.63
H  2.75  -1.91  4.23
H  2.35  -2.93  5.63
H  1.63  -3.27  4.03
H  1.72  0.62  5.96
H  0.17  0.52  6.84
H  1.50  -0.58  7.25

For the total energy, the calculation gives -78537.1635 eV. For the energy above the lowest of the compared OMol25 structures with the same formula, charge and spin, the calculation gives 0.00 kJ/mol. The spin multiplicity is 4. As for the total charge: +2.


(4)
Formula: C34H55BaN4OP2S
Source: OMol25
Level of theory: ωB97M-V/def2-TZVPD

CARTESIAN COORDINATES (ANGSTROEM)
C  0.11  2.97  -0.99
C  -1.93  1.99  -0.54
C  -0.48  4.21  -1.19
C  -2.60  3.20  -0.78
C  -1.86  4.33  -1.11
H  0.15  5.06  -1.45
H  -3.68  3.23  -0.71
H  -2.37  5.26  -1.36
N  -0.58  1.89  -0.57
P  1.97  1.00  -1.71
P  -2.44  -0.19  1.33
C  1.60  2.76  -1.34
H  1.86  3.40  -2.19
H  2.22  3.11  -0.49
C  1.54  -4.13  0.32
O  2.15  -5.09  0.47
C  -2.73  0.70  -0.34
H  -3.80  0.96  -0.33
C  -3.54  -1.75  1.20
C  -2.95  0.88  2.80
C  1.65  0.87  -3.58
C  3.79  0.84  -1.17
C  -2.66  -2.89  0.64
H  -1.74  -3.04  1.23
H  -3.23  -3.83  0.70
H  -2.39  -2.74  -0.42
C  -4.04  -2.17  2.59
H  -3.23  -2.33  3.31
H  -4.77  -1.46  3.01
H  -4.57  -3.13  2.47
C  -4.73  -1.50  0.27
H  -5.32  -2.43  0.24
H  -5.38  -0.69  0.64
H  -4.43  -1.27  -0.75
C  -2.39  0.20  4.08
H  -1.38  -0.20  3.93
H  -2.35  0.96  4.88
H  -3.05  -0.60  4.45
C  -2.27  2.25  2.67
H  -1.18  2.15  2.59
H  -2.64  2.81  1.80
H  -2.50  2.84  3.57
C  -4.48  1.05  2.87
H  -5.00  0.71  1.96
H  -4.90  0.52  3.73
H  -4.71  2.12  3.00
C  4.26  -0.61  -1.41
H  5.22  -0.76  -0.90
H  3.57  -1.38  -1.03
H  4.44  -0.83  -2.48
C  3.87  1.16  0.34
H  3.68  2.23  0.53
H  3.17  0.59  0.97
H  4.89  0.94  0.68
C  4.68  1.83  -1.91
H  5.66  1.84  -1.41
H  4.87  1.55  -2.95
H  4.27  2.85  -1.88
C  0.18  1.24  -3.88
H  0.13  1.68  -4.89
H  -0.47  0.35  -3.85
H  -0.22  1.97  -3.17
C  1.88  -0.60  -4.02
H  1.22  -1.29  -3.48
H  1.64  -0.67  -5.09
H  2.92  -0.92  -3.88
C  2.57  1.82  -4.35
H  2.47  2.86  -4.01
H  3.63  1.53  -4.29
H  2.29  1.78  -5.41
Ba  0.39  -1.04  0.12
N  -1.39  -1.07  -1.58
C  -2.37  -0.27  -1.57
C  -3.31  -0.25  -2.78
C  -3.16  -1.29  -3.72
C  -4.30  0.71  -2.98
C  -4.08  -1.44  -4.76
H  -2.33  -1.98  -3.59
C  -5.21  0.58  -4.03
H  -4.37  1.57  -2.31
C  -5.12  -0.51  -4.91
H  -3.99  -2.29  -5.44
H  -5.98  1.33  -4.17
H  -5.84  -0.63  -5.72
C  1.42  -2.08  5.88
N  1.74  -0.89  5.08
C  1.91  -0.92  3.73
S  1.24  0.36  2.77
N  2.66  -1.91  3.18
C  3.75  -2.58  3.90
H  1.45  -3.01  5.29
H  0.40  -1.96  6.29
H  2.13  -2.12  6.72
H  1.31  -0.03  5.40
H  2.88  -1.72  2.19
H  3.57  -3.66  3.91
H  4.69  -2.36  3.39
H  3.80  -2.19  4.92

For the total energy, the calculation gives -74260.9871 eV. For the energy above the lowest of the compared OMol25 structures with the same formula, charge and spin, the calculation gives 0.88 kJ/mol. As for the total charge: +1.


Question: Which formula does entry 1 have?
Answer: C34H54F7O30P2


Question: What is the formula in the second record?
Answer: C34H54MoN4P2Si2


Copy entry 2 word for word.
Formula: C34H54MoN4P2Si2
Source: OMol25
Level of theory: ωB97M-V/def2-TZVPD

CARTESIAN COORDINATES (ANGSTROEM)
Mo  -0.13  -2.72  -0.66
C  0.40  -2.65  -2.67
C  -0.35  -1.49  -2.25
C  -1.80  -1.33  -2.69
C  -2.80  -2.24  -1.97
C  -2.19  -3.04  -0.83
C  -1.39  -4.22  -1.13
C  -1.19  -4.69  -2.56
C  -0.29  -3.77  -3.43
C  -0.65  -2.96  1.39
H  1.47  -2.50  -2.81
H  0.22  -0.55  -2.13
H  -1.94  -1.49  -3.77
H  -2.12  -0.28  -2.54
H  -3.60  -1.61  -1.53
H  -3.32  -2.93  -2.67
H  -2.91  -3.17  -0.01
H  -1.53  -5.06  -0.44
H  -2.17  -4.85  -3.06
H  -0.72  -5.69  -2.53
H  0.45  -4.39  -3.96
H  -0.89  -3.33  -4.25
H  0.02  -2.88  2.25
H  -1.54  -3.59  1.60
H  -0.97  -1.89  1.10
P  -2.07  1.14  1.21
P  0.88  2.16  -1.02
N  -3.56  0.13  1.38
N  -2.61  2.17  2.47
N  1.71  1.43  -2.65
N  1.57  3.74  -1.47
C  -2.08  1.92  -0.48
C  -0.88  2.72  -1.13
C  -3.61  -1.18  1.89
C  -4.92  -1.50  2.23
C  -5.73  -0.34  1.94
C  -4.87  0.63  1.43
C  -2.54  1.76  3.82
C  -2.98  2.81  4.60
C  -3.30  3.90  3.73
C  -3.07  3.49  2.43
C  2.38  0.25  -2.32
C  3.13  -0.19  -3.41
C  3.05  0.84  -4.40
C  2.16  1.80  -3.92
C  1.34  4.34  -2.72
C  2.44  5.11  -3.08
C  3.39  4.99  -2.03
C  2.86  4.14  -1.07
H  -2.97  2.56  -0.53
H  -2.31  1.06  -1.14
H  -1.08  2.76  -2.22
H  -0.90  3.76  -0.77
H  -2.69  -1.73  2.00
H  -5.28  -2.45  2.62
H  -6.79  -0.24  2.10
H  -5.07  1.65  1.14
H  -2.18  0.77  4.07
H  -3.08  2.78  5.67
H  -3.69  4.86  4.02
H  -3.18  3.98  1.47
H  2.23  -0.20  -1.34
H  3.72  -1.10  -3.44
H  3.59  0.86  -5.35
H  1.86  2.73  -4.41
H  0.39  4.21  -3.21
H  2.56  5.65  -4.01
H  4.36  5.47  -2.00
H  3.21  3.83  -0.10
C  2.87  -2.40  2.54
Si  2.46  -1.88  0.76
C  4.14  -1.20  0.17
C  2.23  -3.50  -0.21
C  1.21  -0.47  0.94
Si  1.56  0.82  2.29
C  3.39  1.30  2.55
C  0.76  2.54  2.06
C  0.88  0.18  3.94
H  3.36  -3.38  2.47
H  1.98  -2.49  3.17
H  3.57  -1.69  3.02
H  4.78  -2.07  0.01
H  4.12  -0.62  -0.76
H  4.62  -0.58  0.93
H  1.23  -4.05  -0.35
H  2.75  -3.42  -1.17
H  2.79  -4.25  0.39
H  0.61  -0.11  0.07
H  3.90  1.51  1.60
H  3.43  2.22  3.16
H  3.97  0.53  3.09
H  -0.12  2.50  1.38
H  0.38  2.92  3.02
H  1.46  3.29  1.65
H  0.08  -0.55  3.75
H  1.67  -0.31  4.54
H  0.46  1.00  4.53

For the total energy, the calculation gives -78258.8936 eV. For the energy above the lowest of the compared OMol25 structures with the same formula, charge and spin, the calculation gives 446.76 kJ/mol. The spin multiplicity is 3. As for the total charge: +2.